Entry 1:
21
Properties=species:S:1:pos:R:3:forces:R:3 method="wB97M-V/def2-TZVPD" lumo_energy_ev=0.943 e_above_lowest_kj_mol=459.8 largest_force_ev_per_a=3.36 spin_multiplicity=1 e_homo_ev=-7.25 e_tot_ha=-308.2479 homo_lumo_gap_ev=8.2
C -1.753 0.884 -0.425 0.85 -0.62 1.91
C -0.577 -1.274 -0.875 -0.42 0.23 -0.01
C -0.663 -0.413 1.471 1.20 1.23 2.01
C 2.281 -0.697 -0.334 -1.66 2.33 -1.76
C -0.566 -0.054 -0.001 -0.90 1.17 -0.54
N 0.806 1.781 0.147 -0.40 1.84 2.36
N 0.632 0.658 -0.507 1.17 -2.54 1.59
H -1.752 0.734 -1.465 -0.42 0.69 -1.59
H -2.676 0.441 -0.010 0.25 0.60 -0.08
H -1.504 1.923 -0.075 -0.80 -1.04 -0.58
H -0.060 -0.978 -1.767 -0.06 -0.11 -0.73
H -1.566 -1.621 -1.087 -0.71 -0.23 -0.17
H -0.025 -2.056 -0.439 0.54 -1.14 0.61
H -0.855 0.410 2.287 0.65 -0.80 -1.90
H -1.511 -1.045 1.693 -0.05 -0.65 -0.39
H 0.312 -0.894 1.732 -0.86 0.04 0.13
H 1.911 -1.667 -0.711 0.60 0.84 0.08
H 2.706 0.046 -1.068 -0.15 -1.52 0.60
H 2.869 -0.734 0.565 -0.21 0.07 0.65
H 1.375 2.446 -0.246 1.52 1.39 -1.65
H 0.614 2.109 1.115 -0.16 -1.74 -0.54

=====

Entry 2:
163
Properties=species:S:1:pos:R:3:forces:R:3 method="wB97M-V/def2-TZVPD" lumo_energy_ev=-3.498 e_above_lowest_kj_mol=592.0 largest_force_ev_per_a=5.35 total_charge=+2 spin_multiplicity=1 e_homo_ev=-11.36 e_tot_ha=-3197.4750 homo_lumo_gap_ev=7.9
C -0.680 4.452 -0.531 -0.63 -1.05 0.15
C -0.769 3.509 0.703 0.91 -0.53 -0.16
C -1.830 2.361 0.483 0.63 1.80 0.66
C -2.105 1.526 1.767 0.29 0.43 -0.88
P -3.290 0.173 1.656 -0.60 3.07 0.58
C -4.909 1.020 1.607 -1.22 -1.13 -0.33
C -5.561 1.295 0.236 0.16 -0.60 0.51
C -7.040 1.661 0.387 1.40 -0.04 0.78
C -7.696 2.005 -0.889 -0.96 0.14 -1.47
C -3.198 -0.629 3.270 0.40 0.44 -0.60
C -3.467 0.168 4.564 -1.30 1.09 -0.36
C -3.253 -0.588 5.825 1.04 -0.48 2.28
C -1.809 -1.028 6.110 0.54 -0.57 -1.40
C -2.919 -0.816 0.208 0.82 -0.80 0.35
C -1.432 -1.270 0.027 -0.20 0.22 -0.01
C -1.330 -2.023 -1.288 2.03 -0.73 0.31
C 0.149 -2.689 -1.419 -1.78 -0.08 -0.29
H -1.449 5.219 -0.450 0.35 0.38 0.05
H -0.981 3.892 -1.417 0.13 -0.20 -0.23
H 0.316 4.842 -0.742 -0.15 0.20 0.38
H -1.007 4.137 1.562 -0.45 -0.22 0.15
H 0.202 3.093 0.972 0.16 -0.15 -0.29
H -1.599 1.790 -0.416 0.17 -0.17 0.16
H -2.607 3.083 0.231 -1.22 -0.93 -0.03
H -2.480 2.218 2.521 -0.02 -0.15 0.20
H -1.213 1.044 2.168 0.53 0.22 -0.13
H -4.977 1.840 2.321 0.67 0.41 -0.25
H -5.639 0.352 2.064 0.11 -0.62 0.24
H -5.521 0.357 -0.317 0.37 0.12 -0.47
H -5.024 2.107 -0.255 -0.09 -0.15 -0.41
H -6.942 2.551 1.009 -0.88 -0.05 0.43
H -7.644 0.868 0.829 0.44 0.07 0.73
H -8.418 1.273 -1.252 -0.33 -0.14 0.57
H -7.032 1.986 -1.753 0.34 0.92 0.09
H -8.235 2.935 -0.706 0.07 0.11 -0.89
H -2.137 -0.877 3.234 0.15 -0.91 0.40
H -3.878 -1.469 3.134 0.29 -0.46 0.57
H -4.489 0.532 4.673 -0.62 -0.53 -0.73
H -3.026 1.157 4.688 1.14 -0.21 -0.69
H -3.957 -1.410 5.953 0.00 -0.07 -0.12
H -3.431 0.103 6.650 -0.64 0.17 -0.07
H -1.428 -1.165 7.122 -0.74 0.28 0.23
H -1.142 -0.320 5.619 0.22 0.15 0.07
H -1.612 -1.979 5.615 0.12 -0.21 -0.15
H -3.177 -0.290 -0.711 -0.40 0.28 0.24
H -3.551 -1.699 0.299 -0.14 -0.15 -0.29
H -1.098 -1.998 0.766 -0.24 0.23 0.49
H -0.720 -0.446 0.074 -0.10 0.20 0.07
H -1.575 -1.435 -2.172 0.02 0.16 0.07
H -2.091 -2.795 -1.163 0.16 -0.44 -0.65
H 0.294 -3.088 -2.422 -0.11 0.08 -0.09
H 0.195 -3.554 -0.758 0.01 0.12 0.04
H 1.014 -2.063 -1.199 -0.37 0.43 0.17
C 1.338 1.105 -1.851 0.18 -0.23 -1.36
C 0.859 0.693 -3.321 0.55 -0.68 2.31
C 1.030 1.738 -4.363 0.36 1.25 -2.15
C 0.633 3.203 -4.003 -0.22 -0.91 -0.35
P 0.600 4.437 -5.287 2.40 1.16 -0.72
C 2.412 4.734 -5.834 -0.22 0.39 0.14
C 3.196 3.736 -6.749 -1.12 -1.02 0.50
C 2.888 3.663 -8.212 -1.24 0.29 0.16
C 3.124 4.957 -8.934 1.05 -0.07 -1.72
C -0.277 4.027 -6.810 0.19 -1.18 1.18
C -0.229 5.174 -7.771 -1.34 0.91 -1.04
C -0.770 4.797 -9.196 1.16 0.91 0.99
C -0.505 5.861 -10.270 -0.77 0.39 -0.43
C -0.031 6.084 -4.634 1.35 0.11 0.38
C 0.646 6.746 -3.373 -0.05 -0.04 -0.33
C 1.855 7.693 -3.499 -0.97 -0.72 -1.10
C 2.385 8.026 -2.136 0.62 0.32 -0.81
H 2.405 1.328 -1.849 0.14 0.22 -0.33
H 1.306 0.317 -1.098 -0.57 -0.07 -0.15
H 0.842 2.005 -1.489 -0.24 -0.10 0.08
H -0.154 0.289 -3.304 -0.35 0.46 0.15
H 1.419 -0.192 -3.623 0.32 0.06 -0.03
H 0.638 1.398 -5.322 -1.27 0.00 0.08
H 2.026 1.820 -4.799 0.80 -0.08 1.08
H 1.451 3.550 -3.372 -0.51 0.32 0.64
H -0.368 3.304 -3.583 0.13 -0.26 0.71
H 3.066 4.903 -4.978 -0.44 -0.28 0.60
H 2.360 5.754 -6.216 0.07 0.00 -0.62
H 2.977 2.720 -6.422 0.25 -0.06 0.64
H 4.276 3.855 -6.671 -0.07 0.40 0.48
H 1.882 3.314 -8.445 -0.61 0.38 0.55
H 3.376 2.777 -8.618 0.98 0.51 -0.28
H 2.864 5.955 -8.582 -0.85 -0.43 0.76
H 2.639 4.802 -9.897 0.30 0.59 -0.33
H 4.192 5.114 -9.086 0.20 -0.30 -0.37
H -1.249 3.685 -6.454 -0.59 0.46 -0.37
H 0.137 3.098 -7.201 0.45 0.03 -0.06
H 0.744 5.662 -7.840 0.15 -0.35 -0.02
H -0.904 5.922 -7.356 0.01 0.36 -0.13
H -1.857 4.768 -9.121 0.04 -0.69 -0.01
H -0.306 3.829 -9.386 -0.41 -0.12 -0.61
H 0.478 6.179 -10.616 0.40 -0.67 0.55
H -0.991 6.793 -9.985 -0.08 0.09 0.29
H -1.049 5.583 -11.174 0.06 -0.20 -0.09
H -1.092 6.179 -4.404 -0.15 -0.94 -0.51
H 0.165 6.767 -5.461 -0.10 0.00 -0.24
H 0.836 6.061 -2.547 -0.21 -0.31 -0.15
H -0.145 7.428 -3.059 -0.09 -0.20 0.50
H 1.458 8.591 -3.972 0.19 0.18 -0.12
H 2.655 7.337 -4.149 0.02 -0.24 -0.04
H 2.997 8.899 -2.360 0.00 0.28 0.96
H 3.065 7.244 -1.799 -0.28 -0.04 0.39
H 1.545 8.215 -1.467 0.41 0.18 0.30
C -1.971 -8.232 6.356 0.17 1.25 -1.03
C -0.476 -7.964 5.943 -1.11 -0.29 0.50
C -0.112 -6.537 5.462 -0.28 -1.49 0.10
C 1.306 -6.453 4.847 -0.30 1.04 0.90
P 1.642 -4.747 4.317 0.40 -0.51 -0.10
C 3.431 -4.810 3.697 -0.20 -0.27 -0.28
C 4.200 -6.165 3.502 -1.36 -0.77 1.57
C 5.089 -6.162 2.320 1.48 0.47 -2.40
C 6.409 -5.324 2.452 -1.53 -0.06 0.09
C 0.304 -4.299 3.148 0.48 0.33 0.80
C 0.598 -4.511 1.665 -0.68 -0.05 0.11
C 0.903 -6.022 1.249 -0.30 1.56 0.91
C -0.388 -6.837 1.378 -1.03 -0.48 -1.17
C 1.513 -3.666 5.795 0.03 -0.58 -0.49
C 1.937 -2.171 5.769 -2.23 -1.55 -1.24
C 2.007 -1.692 7.158 2.10 1.58 1.70
C 2.138 -0.124 7.146 -0.44 -0.71 0.91
H -2.631 -8.255 5.489 0.07 -0.29 -0.24
H -2.361 -7.373 6.902 0.13 -0.03 0.48
H -2.141 -9.140 6.935 0.36 0.09 -0.06
H -0.222 -8.650 5.134 0.31 -0.33 0.34
H 0.019 -8.180 6.890 0.86 -0.17 -0.43
H -0.258 -5.902 6.336 0.21 0.44 -0.25
H -0.824 -6.274 4.680 -0.13 0.19 0.14
H 1.505 -7.119 4.008 -0.41 -0.06 0.03
H 2.114 -6.601 5.563 -0.09 -0.48 0.34
H 4.042 -4.177 4.340 -0.34 0.49 -0.22
H 3.350 -4.420 2.682 0.17 0.71 0.13
H 3.457 -6.963 3.510 0.01 -0.21 -0.79
H 4.791 -6.503 4.352 0.08 0.71 0.53
H 4.556 -5.812 1.436 -0.31 0.35 -0.02
H 5.429 -7.133 1.960 -0.35 -0.48 0.62
H 6.765 -4.929 1.500 0.05 -0.50 -0.12
H 7.151 -5.968 2.923 0.17 0.58 0.19
H 6.136 -4.420 2.997 0.56 -0.03 0.52
H 0.038 -3.305 3.506 0.76 0.94 -0.98
H -0.658 -4.704 3.461 0.32 -1.23 0.06
H 1.285 -3.737 1.323 0.64 -0.48 0.07
H -0.342 -4.165 1.234 -0.18 -0.45 -0.57
H 1.724 -6.373 1.874 -0.02 -0.25 0.18
H 1.343 -5.995 0.253 -0.46 -0.23 -0.19
H -0.520 -7.804 0.894 1.30 -0.36 -0.18
H -1.150 -6.338 0.780 -0.24 0.62 0.29
H -0.846 -7.072 2.339 0.51 0.71 0.49
H 2.044 -4.302 6.503 0.57 0.34 0.42
H 0.491 -3.719 6.171 -0.25 -0.08 -0.27
H 1.087 -1.617 5.370 -0.17 -0.18 -0.60
H 2.698 -1.975 5.014 0.64 0.16 0.72
H 2.805 -2.195 7.704 1.02 0.40 -0.28
H 1.260 -2.013 7.884 -1.16 0.10 -0.83
H 2.716 0.266 7.984 0.32 -0.17 -0.15
H 1.152 0.305 7.327 -0.18 0.05 -0.35
H 2.521 0.270 6.205 0.09 -0.17 0.08
N 1.778 -1.031 1.883 1.34 2.70 2.78
O 2.686 -1.819 1.886 1.51 -3.80 -0.40
O 1.002 -0.928 2.830 -3.01 -1.90 2.18
O 1.840 -0.060 1.190 -0.40 2.81 -4.53

=====

Entry 3:
20
Properties=species:S:1:pos:R:3:forces:R:3 method="wB97M-V/def2-TZVPD" lumo_energy_ev=0.315 e_above_lowest_kj_mol=109.8 largest_force_ev_per_a=3.44 spin_multiplicity=1 e_homo_ev=-8.05 e_tot_ha=-552.5633 homo_lumo_gap_ev=8.4
C -0.435 -1.997 1.827 1.58 -0.97 1.13
N -0.500 -1.180 0.696 -0.41 1.87 -2.00
C -1.276 -1.579 -0.342 -0.48 -1.34 0.47
C -1.454 -0.915 -1.494 2.80 1.69 1.07
C -0.597 0.269 -1.757 -1.96 1.47 0.04
O -0.647 0.976 -2.771 0.40 -1.21 0.63
C 0.088 0.803 -0.541 0.36 -1.34 -0.11
O 0.712 1.990 -0.716 -0.27 -0.19 0.51
C 0.173 0.061 0.610 0.22 -0.68 0.39
C 1.013 0.429 1.856 -1.11 -0.38 0.48
O 2.172 1.172 1.519 0.28 -0.55 -1.14
H -0.759 -1.546 2.748 -0.64 0.20 0.28
H -0.891 -2.949 1.629 -0.58 -0.19 0.09
H 0.609 -2.233 1.989 0.39 -0.38 0.30
H -1.741 -2.573 -0.179 0.07 0.91 -0.09
H -2.110 -1.279 -2.194 -1.22 -0.68 -1.69
H 1.112 2.179 0.145 0.36 0.40 -0.16
H 1.364 -0.484 2.402 -0.58 0.66 -0.49
H 0.325 0.990 2.576 1.31 -0.30 -0.83
H 2.618 0.625 0.808 -0.51 1.03 1.13

=====

Entry 4:
6
Properties=species:S:1:pos:R:3:forces:R:3 method="wB97M-V/def2-TZVPD" lumo_energy_ev=0.615 e_above_lowest_kj_mol=34.8 largest_force_ev_per_a=4.32 spin_multiplicity=1 e_homo_ev=-9.94 e_tot_ha=-550.7750 homo_lumo_gap_ev=10.6
O 2.361 -1.515 -0.008 2.18 -3.73 0.04
C 1.742 -0.553 0.019 -2.78 2.44 -0.20
C 0.392 0.049 0.001 0.51 0.38 -0.45
S 1.861 1.137 -0.003 0.73 1.70 0.18
H -0.253 0.217 -0.802 -0.14 -0.50 -2.35
H -0.304 0.196 0.748 -0.50 -0.28 2.78